Arrangement a

The following is a quantum chemistry calculation of a cluster of 2 separate species, C4H7OP in total, from the OMol25 dataset.

Computed properties:
Molecular weight in Da: 102.07
Charge: 0
Gap between HOMO and LUMO in eV: 9.52
Lowest unoccupied orbital energy in eV: 0.034

Bonds (Å) are listed after each position.
Cartesian coordinates (Å):
1 P -1.265 -0.003 0.342  O2 1.474, C4 1.841, C6 1.789, H8 1.436
2 O -2.662 -0.148 -0.108  P1 1.474
3 C 1.146 -0.679 -0.167  C5 1.347, C6 1.380, H13 1.090
4 C -0.162 1.377 -0.177  P1 1.841, C5 1.504, H10 1.130, H11 1.180
5 C 1.158 0.665 -0.070  C3 1.347, C4 1.504, H7 1.038
6 C -0.107 -1.255 -0.201  P1 1.789, C3 1.380, H9 1.101
7 H 1.980 1.299 -0.069  C5 1.038
8 H -0.870 0.074 1.721  P1 1.436
9 H -0.462 -1.752 -1.118  C6 1.101
10 H -0.360 1.700 -1.241  C4 1.130
11 H -0.069 2.359 0.472  C4 1.180
12 H -0.468 -2.521 0.861  no bonds
13 H 2.140 -1.117 -0.246  C3 1.090

Arrangement b

The following is a quantum chemistry calculation of a cluster of 2 separate species, C4H7OP in total, from the OMol25 dataset.

Computed properties:
Molecular weight in Da: 102.07
Charge: 0
Gap between HOMO and LUMO (alpha / beta) in eV: 6.76 / 8.41
Lowest unoccupied orbital energy (alpha / beta) in eV: -0.574 / 0.409

Bonds (Å) are listed after each position.
Cartesian coordinates (Å):
1 P -1.089 0.363 0.801  C5 1.649
2 O 2.751 1.361 0.262  C3 1.490, C4 1.361
3 C 2.454 1.413 1.721  O2 1.490, C4 1.448, H11 1.028, H12 1.167
4 C 1.954 2.355 0.740  O2 1.361, C3 1.448, H9 0.993
5 C -0.519 -1.161 0.533  P1 1.649, C6 1.507, H13 1.049
6 C -1.323 -2.306 1.092  C5 1.507, H7 1.133, H8 1.095, H10 1.119
7 H -1.188 -3.289 0.545  C6 1.133
8 H -0.996 -2.499 2.120  C6 1.095
9 H 1.545 3.173 0.355  C4 0.993
10 H -2.401 -2.045 0.941  C6 1.119
11 H 1.829 0.653 2.018  C3 1.028
12 H 3.393 1.661 2.368  C3 1.167
13 H 0.393 -1.300 0.035  C5 1.049

Bottom line: arrangement a, by a margin of 3.650 eV.

Arrangement a

The following is a quantum chemistry calculation of an isolated molecule of C5H6ClNS, from the OMol25 dataset.

Computed properties:
SMILES: CC1=NSCC(Cl)=C1
Molecular weight in Da: 147.63
Charge: 0
Gap between HOMO and LUMO in eV: 8.60
Lowest unoccupied orbital energy in eV: 0.204

Bonds (Å) are listed after each position.
Cartesian coordinates (Å):
1 Cl 2.971 -0.025 1.169  C5 1.726
2 S -0.359 -2.268 -0.374  N3 1.709, C7 1.830
3 N -1.207 -0.829 -0.735  S2 1.709, C8 1.285
4 C 0.609 0.600 0.075  C5 1.343, C8 1.462, H11 1.075
5 C 1.385 -0.372 0.582  Cl1 1.726, C4 1.343, C7 1.498
6 C -1.550 1.514 -0.862  C8 1.497, H9 1.083, H13 1.092, H14 1.101
7 C 0.897 -1.761 0.857  S2 1.830, C5 1.498, H10 1.082, H12 1.098
8 C -0.711 0.331 -0.493  N3 1.285, C4 1.462, C6 1.497
9 H -2.528 1.213 -1.213  C6 1.083
10 H 0.502 -1.777 1.865  C7 1.082
11 H 0.959 1.614 -0.007  C4 1.075
12 H 1.734 -2.466 0.765  C7 1.098
13 H -1.006 2.056 -1.639  C6 1.092
14 H -1.697 2.169 0.010  C6 1.101

Arrangement b

The following is a quantum chemistry calculation of a cluster of 2 separate species, C5H6ClNS in total, from the OMol25 dataset.

Computed properties:
SMILES: C=C=[N+](C)[S-].C#CCl
Molecular weight in Da: 147.63
Charge: 0
Gap between HOMO and LUMO (alpha / beta) in eV: 8.20 / 8.20
Lowest unoccupied orbital energy (alpha / beta) in eV: 0.303 / 0.303

Bonds (Å) are listed after each position.
Cartesian coordinates (Å):
1 Cl 3.221 -0.021 -0.376  C4 1.578
2 S -1.921 1.558 -0.090  N3 1.650
3 N -1.044 0.160 -0.103  S2 1.650, C6 1.477, C8 1.236
4 C 2.498 1.305 0.081  Cl1 1.578, C7 1.213
5 C 0.208 -0.659 1.835  C8 1.243, H10 1.100, H12 1.118
6 C -1.062 -0.478 -1.434  N3 1.477, H11 1.090, H13 1.111, H14 1.112
7 C 1.999 2.258 0.641  C4 1.213, H9 1.056
8 C -0.507 -0.418 0.848  N3 1.236, C5 1.243
9 H 1.126 2.847 0.712  C7 1.056
10 H -0.071 -1.329 2.662  C5 1.100
11 H -0.343 -1.178 -1.858  C6 1.090
12 H 1.228 -0.203 1.856  C5 1.118
13 H -1.053 0.389 -2.128  C6 1.111
14 H -2.032 -1.005 -1.571  C6 1.112

Bottom line: arrangement a, by a margin of 5.342 eV.